(i)
The molecule C5H4O, computed with ωB97M-V/def2-TZVPD.

## Properties
LUMO level in Eh: -0.0128
Kohn-Sham gap in eV: 9.267

The geometry in XYZ format:
```
10
C5H4O ωB97M-V/def2-TZVPD
C 1.32 -1.18 1.63
C 0.62 -0.53 0.87
C -0.15 0.10 -0.15
C 0.29 -0.03 -1.44
C -1.33 0.99 0.12
O -1.57 1.41 1.27
H 1.81 -1.97 2.30
H -0.32 0.39 -2.23
H 1.38 -0.37 -1.56
H -2.04 1.19 -0.80
```

Partial atomic charges computed with the natural (NBO) method, in multiples of e: -0.200 -0.047 -0.217 -0.271 0.401 -0.502 0.265 0.207 0.233 0.133

(ii)
The molecule C5H4O, computed with ωB97M-V/def2-TZVPD.

## Properties
LUMO level (spin up / spin down) in Eh: -0.0124 / -0.0340
Kohn-Sham gap (spin up / spin down) in eV: 7.926 / 7.264

The geometry in XYZ format:
```
10
C5H4O ωB97M-V/def2-TZVPD
C 0.53 0.50 -2.11
C 0.93 0.44 0.57
C 0.59 0.46 -0.75
C -0.56 -0.15 -1.50
C -0.98 -0.74 1.12
O 0.07 -0.06 1.45
H 0.99 0.97 -2.90
H 1.90 0.88 0.84
H -1.43 -1.08 0.24
H -1.32 -1.14 2.01
```

Partial atomic charges computed with the natural (NBO) method, in multiples of e: -0.219 -0.040 -0.131 -0.178 0.079 -0.303 0.214 0.203 0.231 0.143

(iii)
The molecule C5H4O, computed with ωB97M-V/def2-TZVPD.

## Properties
LUMO level in Eh: -0.0104
Kohn-Sham gap in eV: 9.506

The geometry in XYZ format:
```
10
C5H4O ωB97M-V/def2-TZVPD
C 2.87 -0.22 -0.04
C 1.64 -0.07 -0.17
C 0.26 0.27 -0.07
C -0.84 -0.44 0.08
C -2.10 0.25 0.02
O -3.08 -0.36 -0.19
H 3.96 -0.52 -0.02
H 0.19 1.34 -0.12
H -0.97 -1.56 0.25
H -1.96 1.31 0.27
```

Partial atomic charges computed with the natural (NBO) method, in multiples of e: -0.191 -0.053 -0.220 -0.259 0.400 -0.495 0.262 0.222 0.236 0.099

Bottom line: (iii), by a margin of 0.160 eV.

(i)
The molecule C5H4O, computed with ωB97M-V/def2-TZVPD.

## Properties
LUMO level in Eh: 0.0143
Kohn-Sham gap in eV: 7.816

The geometry in XYZ format:
```
10
C5H4O ωB97M-V/def2-TZVPD
C -1.28 -1.10 -0.20
C 0.17 -0.99 0.04
C -2.24 1.09 0.03
C 1.57 1.19 -0.11
C 0.95 0.06 -0.07
O -1.91 0.00 -0.12
H -1.73 -1.89 0.25
H 0.76 -1.83 0.20
H 2.00 1.68 -0.92
H 1.72 1.78 0.89
```

Partial atomic charges computed with the natural (NBO) method, in multiples of e: -0.172 -0.329 0.443 -0.466 0.026 -0.346 0.191 0.237 0.209 0.207

(ii)
A structure of composition C5H4O, computed with ωB97M-V/def2-TZVPD.

## Properties
LUMO level in Eh: -0.0143
Kohn-Sham gap in eV: 9.329

The geometry in XYZ format:
```
10
C5H4O ωB97M-V/def2-TZVPD
C 1.53 -0.71 0.15
C 1.26 0.65 -0.18
C -0.25 1.03 -0.13
C -1.27 0.09 -0.09
C -2.06 -0.84 -0.12
H 2.47 -1.15 0.28
H 0.55 -1.29 0.01
H 1.90 1.51 -0.38
H -3.29 -1.35 0.29
O -0.85 2.06 0.16
```

Partial atomic charges computed with the natural (NBO) method, in multiples of e: -0.309 -0.281 0.442 -0.137 -0.206 0.212 0.235 0.231 0.294 -0.482

Bottom line: (ii), by a margin of 1.898 eV.

(i)
The molecule C5H4O, computed with ωB97M-V/def2-TZVPD.

## Properties
LUMO level in Eh: 0.0207
Kohn-Sham gap in eV: 9.750

The geometry in XYZ format:
```
10
C5H4O ωB97M-V/def2-TZVPD
C -1.65 0.98 -0.46
C -1.08 0.09 0.31
C 0.59 -0.44 0.30
C 1.55 -1.38 0.22
C 1.91 0.00 -0.03
O 2.71 0.84 -0.41
H -2.58 1.32 -0.17
H -1.26 1.53 -1.17
H -1.59 -0.55 1.06
H 1.40 -2.40 0.34
```

Partial atomic charges computed with the natural (NBO) method, in multiples of e: -0.365 -0.167 -0.028 -0.232 0.519 -0.571 0.206 0.205 0.213 0.220

(ii)
The molecule C5H4O, computed with ωB97M-V/def2-TZVPD.

## Properties
LUMO level in Eh: -0.0042
Kohn-Sham gap in eV: 8.796

The geometry in XYZ format:
```
10
C5H4O ωB97M-V/def2-TZVPD
C -1.57 1.13 -0.03
C -1.00 -0.08 0.07
C 0.39 -0.38 0.15
C 1.38 -1.29 -0.06
C 1.80 0.06 0.16
O 2.60 0.90 0.40
H -2.57 1.13 -0.28
H -1.11 2.00 0.06
H -1.54 -1.20 -0.15
H 1.61 -2.27 -0.32
```

Partial atomic charges computed with the natural (NBO) method, in multiples of e: -0.276 -0.241 -0.047 -0.226 0.532 -0.563 0.199 0.201 0.205 0.217

Bottom line: (ii), by a margin of 0.814 eV.

(i)
A structure of composition CHClS3, computed with ωB97M-V/def2-TZVPD.

## Properties
LUMO level (spin up / spin down) in Eh: -0.0496 / -0.0495
Kohn-Sham gap (spin up / spin down) in eV: 6.715 / 6.717

The geometry in XYZ format:
```
6
CHClS3 ωB97M-V/def2-TZVPD
C -0.47 -0.31 0.08
S 0.10 -0.96 -1.26
S -1.66 0.50 0.98
S 1.97 1.14 0.54
Cl 2.56 0.05 -0.99
H -2.50 -0.41 0.64
```

Partial atomic charges computed with the natural (NBO) method, in multiples of e: -0.424 0.373 0.275 -0.230 -0.112 0.118

(ii)
A structure of composition CHClS3, computed with ωB97M-V/def2-TZVPD.

## Properties
LUMO level in Eh: -0.0376
Kohn-Sham gap in eV: 7.648

The geometry in XYZ format:
```
6
CHClS3 ωB97M-V/def2-TZVPD
C 0.59 -0.16 0.14
S 0.83 -1.31 1.20
S 0.73 0.27 -1.48
S -0.93 1.56 0.71
Cl -2.43 0.51 1.34
H 1.21 -0.87 -1.91
```

Partial atomic charges computed with the natural (NBO) method, in multiples of e: -0.433 0.207 0.237 0.011 -0.134 0.112

Bottom line: (ii), by a margin of 1.140 eV.

(i)
A structure of composition C3H8N3O, computed with ωB97M-V/def2-TZVPD.

## Properties
LUMO level (spin up / spin down) in Eh: -0.2037 / -0.1893
Kohn-Sham gap (spin up / spin down) in eV: 7.075 / 7.775
Net charge: +1

The geometry in XYZ format:
```
15
C3H8N3O ωB97M-V/def2-TZVPD
C 0.40 0.27 -0.30
C 0.04 0.32 1.11
C 1.88 -1.67 -0.74
N 1.02 -0.72 -1.07
N -1.27 -0.14 0.64
N -2.14 0.84 0.36
O -0.10 1.30 -1.04
H 0.41 -0.50 1.77
H 0.18 1.28 1.67
H 2.24 -2.14 -1.71
H 2.24 -2.12 0.22
H 0.93 -0.60 -2.07
H -1.10 1.32 -0.92
H -2.99 0.39 -0.11
H -2.35 1.59 0.92
```

Partial atomic charges computed with the natural (NBO) method, in multiples of e: 0.466 -0.335 -0.003 -0.429 -0.151 -0.604 -0.675 0.249 0.249 0.223 0.259 0.456 0.482 0.416 0.396

(ii)
A cluster of 2 separate species, C3H8N3O in total, computed with ωB97M-V/def2-TZVPD.

## Properties
LUMO level in Eh: -0.2233
Kohn-Sham gap in eV: 7.812
Net charge: +1

The geometry in XYZ format:
```
15
C3H8N3O ωB97M-V/def2-TZVPD
C -1.26 -1.41 0.13
C -1.12 0.67 -0.22
C -0.12 -0.36 0.11
N 1.09 -0.62 0.00
N 2.11 1.12 0.06
N -2.21 -0.32 -0.21
O 1.91 -1.54 0.00
H -0.98 -2.04 -0.78
H -1.26 -1.93 1.01
H -1.22 1.53 0.46
H -1.04 0.88 -1.27
H 2.29 1.29 1.09
H 3.03 1.06 -0.28
H -2.88 -0.22 0.45
H 1.66 1.88 -0.56
```

Partial atomic charges computed with the natural (NBO) method, in multiples of e: -0.189 -0.268 0.186 0.305 -0.869 -0.558 -0.210 0.231 0.234 0.249 0.250 0.428 0.409 0.376 0.426

Bottom line: (i), by a margin of 1.725 eV.

(i)
A cluster of 2 separate species, C4H9N in total, computed with ωB97M-V/def2-TZVPD.

## Properties
LUMO level in Eh: 0.0280
Kohn-Sham gap in eV: 9.020

The geometry in XYZ format:
```
14
C4H9N ωB97M-V/def2-TZVPD
C -0.93 -1.80 2.01
C -0.93 -0.47 1.78
C -1.96 0.52 1.36
H -0.92 -2.26 2.99
H -1.36 -2.50 1.29
H -0.01 -0.01 2.17
H -2.63 0.62 2.21
H -1.48 1.49 1.25
H -2.70 0.23 0.61
C 1.53 1.06 -2.86
N 2.52 0.65 -2.19
H 1.46 2.02 -3.36
H 0.88 0.27 -3.26
H 2.64 -0.35 -2.24
```

Partial atomic charges computed with the natural (NBO) method, in multiples of e: -0.447 -0.135 -0.662 0.215 0.172 0.182 0.233 0.221 0.221 -0.048 -0.595 0.172 0.133 0.339

(ii)
The molecule C4H9N, computed with ωB97M-V/def2-TZVPD.

## Properties
LUMO level in Eh: 0.0414
Kohn-Sham gap in eV: 10.273

The geometry in XYZ format:
```
14
C4H9N ωB97M-V/def2-TZVPD
C -0.46 -1.02 1.03
C -0.11 -0.13 -0.13
N -0.58 -0.60 -1.43
C 1.11 0.66 -0.01
C -0.26 1.33 0.04
H -1.53 -1.49 1.07
H 0.20 -1.94 1.05
H -0.35 -0.48 1.98
H -0.05 -1.44 -1.64
H -0.21 0.17 -2.04
H 1.71 0.56 0.89
H 1.79 0.83 -0.85
H -0.48 1.88 -0.89
H -0.79 1.67 0.93
```

Partial atomic charges computed with the natural (NBO) method, in multiples of e: -0.607 0.066 -0.792 -0.440 -0.424 0.224 0.206 0.214 0.347 0.345 0.215 0.216 0.209 0.222

Bottom line: (ii), by a margin of 2.662 eV.